Record 1
The following is a DFT calculation (wB97M-V/def2-TZVPD) of 2 unconnected molecules or ions with the total composition C3H11N2S at a distorted geometry.

- Expectation value of S²: 0.7536
- Total charge: +2
- ΔE to the lowest compared entry with this formula, charge and spin: 1.7151 eV
- 2S+1: 2

Element x y z (Å)
C: -1.8805 0.1430 1.8109
C: -2.6044 0.7260 0.5668
S: -1.6641 0.6210 -1.0503
H: -1.1618 0.7537 2.4559
H: -1.2956 -0.7598 1.6152
H: -2.4777 -0.0725 2.6676
H: -3.6190 0.4004 0.4430
H: -2.6436 1.8460 0.5326
H: -1.7011 -0.8242 -1.0526
N: 1.4943 0.4643 -0.8234
C: 2.1828 -0.5863 -1.3590
N: 3.3944 -0.9870 -0.9859
H: 1.6720 0.8149 0.1340
H: 0.6596 0.8631 -1.2719
H: 1.8242 -1.0039 -2.2634
H: 3.9231 -1.8466 -1.2773
H: 3.8974 -0.5521 -0.1420

Results of the Mulliken charge analysis, in e, for atoms 1 through 6:
1 C -0.90
2 C -0.40
3 S 0.16
4 H 0.32
5 H 0.27
6 H 0.36

***

Record 2
The following is a DFT calculation (wB97M-V/def2-TZVPD) of 2 unconnected molecules or ions with the total composition C3H11N3 at a distorted geometry.

- SMILES: C=NC.NCN
- ΔE to the lowest compared entry with this formula, charge and spin: 3.2268 eV

Element x y z (Å)
C: -2.3958 -0.8755 -0.5515
N: -2.2653 0.3579 -1.0941
C: -1.6533 1.4051 -0.2589
H: -2.5380 -1.7488 -1.1829
H: -2.1662 -0.9492 0.6674
H: -2.3883 1.6513 0.6455
H: -1.4476 2.2221 -0.9823
H: -0.6286 1.2107 0.1201
N: 1.3768 0.3862 -0.6058
C: 1.2988 -0.3118 0.6878
N: 2.3056 -1.3537 1.0403
H: 2.3052 0.6983 -1.0585
H: 0.6086 0.2661 -1.2844
H: 1.3889 0.5033 1.3274
H: 0.3782 -0.8640 0.7125
H: 2.7817 -1.7108 0.2321
H: 3.0391 -0.8873 1.5852

Results of the Mulliken charge analysis, in e, for atoms 1 through 6:
1 C -0.26
2 N -0.39
3 C -0.54
4 H 0.31
5 H 0.21
6 H 0.31

***

Record 3
The following is a DFT calculation (wB97M-V/def2-TZVPD) of 2 unconnected molecules or ions with the total composition C3H11N3 at a distorted geometry.

- SMILES: [H]/N=C/N.CNC
- ΔE to the lowest compared entry with this formula, charge and spin: 1.2779 eV

Element x y z (Å)
H: 2.1166 -2.3813 -4.1996
N: 1.9897 -2.3977 -3.1897
C: 2.1835 -3.6013 -2.8086
N: 1.8925 -4.0056 -1.5436
H: 2.6797 -4.3678 -3.4012
H: 2.4331 -4.6908 -1.0497
H: 1.3695 -3.3683 -0.9601
C: -2.0117 3.3316 1.0219
N: -1.4687 1.9866 1.2074
C: -0.7532 1.8199 2.4942
H: -2.6312 3.3311 0.1252
H: -1.2088 4.0520 0.8758
H: -2.6498 3.6707 1.8482
H: -2.2561 1.3514 1.1749
H: -0.5383 2.8003 2.9093
H: -1.3161 1.2021 3.1884
H: 0.1694 1.2672 2.3072

Results of the Mulliken charge analysis, in e, for atoms 1 through 6:
1 H 0.24
2 N -0.65
3 C 0.09
4 N -0.42
5 H 0.30
6 H 0.21

***

Record 4
The following is a DFT calculation (wB97M-V/def2-TZVPD) of 2 unconnected molecules or ions with the total composition C3H11N3 at a distorted geometry.

- Total charge: +2
- ΔE to the lowest compared entry with this formula, charge and spin: 5.2775 eV

Element x y z (Å)
C: 1.1735 -0.4721 2.2862
C: -0.0553 0.7336 0.6246
C: -0.8880 -0.9796 -0.9013
N: 1.0240 -0.0259 1.1701
N: -0.7479 1.2070 -1.7501
N: -0.2706 0.2798 -0.8973
H: 0.5595 -0.4237 3.1866
H: 2.1083 -1.0244 2.5846
H: -1.0157 0.4372 1.0336
H: 0.0591 1.7520 0.5226
H: -0.3160 -1.5838 -0.3254
H: -1.9485 -0.9931 -0.5252
H: -0.9933 -1.5044 -1.7985
H: 1.6578 -0.3342 0.3827
H: -0.3496 2.1056 -1.8438
H: -1.3805 1.0125 -2.4512
H: 1.3833 -0.1865 -1.2984

Results of the Mulliken charge analysis, in e, for atoms 1 through 6:
1 C -0.03
2 C -0.48
3 C -0.95
4 N 0.13
5 N -0.61
6 N 0.24